# 1
22
Properties=species:S:1:pos:R:3:forces:R:3 method="wB97M-V/def2-TZVPD" smiles=NCNCCO.O.O homo_energy_ha=-0.3141
O 0.911887 -0.766796 1.373523 -0.01 -0.07 -0.59
H -0.257293 -2.417848 1.619037 -0.17 0.03 -0.64
H 1.561862 0.810691 -0.751247 0.12 -0.26 0.05
H -1.120913 0.234601 -0.853800 0.04 0.01 -0.01
O -1.524075 2.231451 0.281853 -0.62 -0.90 0.23
O 0.147028 1.628943 2.494645 -0.11 -0.41 -0.34
N 1.261887 0.937569 -1.712593 -0.88 0.13 0.01
H -1.484120 -2.285039 -0.491458 0.51 0.07 0.41
H 1.172622 -1.036750 -2.212681 -0.55 -0.24 0.11
H -1.177504 2.020020 1.178033 0.25 0.87 -0.84
H 1.647347 -1.159229 0.888215 0.00 0.09 0.11
C -0.530015 -1.710350 -0.411402 -1.29 -0.89 -1.45
C 0.444366 -0.218224 -2.135224 0.72 0.28 0.15
H 0.594581 1.699152 -1.622511 0.22 0.30 -0.18
H -1.031129 2.918394 -0.166477 0.35 0.12 0.58
H 0.209441 -2.406962 -0.836316 0.04 0.33 0.07
H -1.097386 -0.904433 1.504769 0.19 -0.02 -0.43
C -0.290527 -1.484434 1.023871 0.09 0.21 2.40
H 0.106339 -0.027149 -3.155754 -0.01 0.20 0.06
H 0.398976 0.787398 2.055599 0.22 0.39 0.27
H 0.753764 1.721369 3.230400 0.00 0.05 0.12
N -0.697136 -0.572373 -1.300482 0.86 -0.29 -0.08

=====

# 2
22
Properties=species:S:1:pos:R:3:forces:R:3 method="wB97M-V/def2-TZVPD" smiles=NCCNCO.O.O homo_energy_ha=-0.3310
H -1.376843 -1.152106 -0.524265 0.03 0.01 -0.58
O 1.003630 2.273721 -1.376063 0.13 -0.11 0.58
C -1.913855 0.760308 0.265078 -0.88 -0.35 -0.48
C 0.013051 1.267973 -1.223883 1.06 -0.95 0.76
H 0.231868 -2.140061 -1.620190 -0.11 -0.16 0.94
H -2.457487 1.046072 -0.640270 -0.24 0.14 0.17
H -1.612104 -1.670967 2.244611 -0.45 -0.32 -0.28
H 0.129972 1.063949 0.732152 -0.47 -0.08 0.37
H 1.041504 -1.937559 -0.201078 -1.28 -0.31 -0.02
N -1.103238 -1.213888 1.502583 0.73 1.18 0.78
O 2.890706 -1.083716 1.482738 0.33 0.16 1.03
H 2.277180 -1.727178 1.135372 0.10 0.14 -0.39
H -0.735451 -0.375640 2.010796 -0.25 -0.93 -0.80
H -2.437795 1.197467 1.132007 0.21 -0.22 -0.22
C -1.922189 -0.780627 0.330031 0.88 -0.58 1.29
O 1.043430 -1.913940 -1.156597 1.20 0.26 -1.00
H -0.604234 1.425251 -2.116717 -0.86 -0.77 0.68
H 3.143230 -0.414345 0.845407 -0.31 -0.27 -0.49
H 0.567630 3.084578 -1.078193 0.18 -0.02 -0.04
H -2.858172 -1.374947 0.348882 0.04 1.06 -0.03
N -0.609388 1.367186 0.107989 -0.04 1.01 -0.75
H 0.504325 0.260653 -1.128721 -0.01 1.10 -1.54

=====

# 3
22
Properties=species:S:1:pos:R:3:forces:R:3 method="wB97M-V/def2-TZVPD" smiles="[H]/N=C/NCC.O.O.O" homo_energy_ha=-0.3378
O 1.309498 -1.379497 1.073472 -5.37 -1.79 0.95
C -1.120210 1.181335 0.899605 -0.77 -0.10 -0.34
N -0.374765 0.585683 1.749327 -0.61 0.60 -1.42
C -1.220655 1.623900 -1.634661 -4.58 0.79 1.71
H -0.181673 0.855855 2.716584 -0.93 0.36 -0.69
H 0.306433 -0.746746 3.827889 -2.51 0.42 0.47
O 1.114359 -1.096200 3.577041 2.78 -2.27 -0.66
H -1.447263 2.747032 -1.182420 1.40 -2.76 -1.01
H 0.154392 0.383505 -2.831238 -0.30 0.69 0.79
N -1.145557 0.672510 -0.476594 -1.81 5.50 2.76
H 1.029923 -1.789334 2.849086 -0.18 1.97 1.28
H -0.821216 -0.215909 -0.481014 1.41 -2.98 -1.05
C -0.086350 1.443230 -2.557023 2.67 0.13 0.41
H -2.295070 1.502194 -2.133403 2.27 -0.22 0.52
H -1.925753 2.013270 1.118622 1.85 -1.17 -0.57
H 0.895477 -3.287490 -1.454738 1.29 0.14 -0.29
H -0.223412 1.883661 -3.514361 -0.33 0.83 -0.72
H 1.025887 -3.236259 -0.041400 1.54 0.51 -0.05
H 2.037354 -1.044766 0.691398 3.95 1.80 -2.29
O 1.631464 -3.124692 -0.817102 -2.64 -0.99 -0.23
H 0.834121 1.941193 -2.071251 -1.12 -1.03 -0.90
H 0.503008 -0.912477 0.692189 1.97 -0.43 1.32

=====

# 4
22
Properties=species:S:1:pos:R:3:forces:R:3 method="wB97M-V/def2-TZVPD" homo_energy_ha=-0.3156
H 2.947180 -0.078638 1.140443 0.17 0.23 0.10
H -2.245918 0.117408 1.057874 0.20 0.00 0.42
O 3.079857 -1.754409 -0.540368 -0.68 0.08 0.08
C -0.131557 2.223069 1.341314 -0.26 -0.22 0.38
O -1.179085 -1.069604 -1.600149 1.64 0.23 -0.19
H 2.454849 -0.153988 -1.618692 -0.93 0.02 -0.19
H 0.129626 0.794126 -0.208862 0.72 -0.02 -0.82
H 0.747584 1.867012 1.890517 0.02 0.11 -0.21
H 3.899366 -1.609152 -0.049542 -0.08 0.09 -0.09
C 2.290724 -0.560444 -0.607211 3.35 -0.46 0.17
O -3.291386 -1.760324 -0.588267 0.13 0.19 -0.88
H -2.484675 -1.458806 -1.183445 -0.71 -0.40 1.15
H 0.078302 3.151762 0.809500 0.24 -0.01 0.06
H -4.003352 -1.921963 -1.218423 -0.04 0.00 0.21
H -1.348166 1.661217 -0.280440 -0.65 0.12 -0.63
H -0.866116 -1.684814 -2.274186 -0.03 -0.09 -0.09
N -1.229351 0.026715 1.068979 -1.02 -0.71 0.35
H -1.133363 -0.829951 0.521091 0.23 0.44 0.00
H -0.879123 2.437091 2.108909 -0.08 0.07 -0.08
C -0.671801 1.163386 0.383004 0.48 0.46 0.78
H 1.242895 -0.960626 -0.452191 -1.37 0.43 -0.50
N 2.593509 0.400938 0.300140 -1.29 -0.56 0.01

=====

# 5
22
Properties=species:S:1:pos:R:3:forces:R:3 method="wB97M-V/def2-TZVPD" spin_multiplicity=2 homo_energy_ha="-0.5586 / -0.5622" charge=+1 s_squared=1.772
C -0.009727 1.375249 0.227887 -1.43 -1.01 0.37
H -1.346536 -2.027287 1.081258 -0.87 0.08 0.60
H -0.227484 1.431117 2.345633 0.13 -0.20 0.14
N 1.287222 1.958468 -2.021185 0.96 -2.65 -0.41
H -0.358165 -3.032663 0.129897 0.46 0.28 -0.21
O -2.057723 -1.779293 1.730772 -0.20 0.41 0.46
N -0.493315 0.546360 -0.920036 5.97 2.12 -0.21
H -0.502661 0.886026 -3.019878 0.65 0.01 -0.26
C -0.145735 1.327641 -2.093798 -1.06 2.78 0.39
C -0.384853 0.708200 1.548276 -1.93 1.41 -0.12
H -0.391407 2.385478 -1.937818 -2.67 -0.82 -0.42
H 1.293783 -1.402965 0.528216 0.09 0.34 0.35
H -0.434557 2.344034 -0.027445 -0.28 0.21 1.09
H -1.464577 0.598725 1.413679 -0.09 -0.02 0.67
H -2.870716 -2.302959 1.686785 0.44 -0.21 -0.45
H 2.745200 -1.432941 0.800132 0.40 0.43 -0.04
H 0.146335 -0.264960 -0.919588 -1.33 -0.86 0.03
H -0.042980 -0.276076 1.820187 0.77 0.14 -0.30
O 2.054894 -0.799222 0.562640 0.24 -0.55 -0.23
H 2.002692 1.235628 -2.219829 0.11 0.14 0.11
O -0.147607 -2.074963 0.237584 -0.54 -1.38 -0.67
H 1.084890 1.554947 0.268678 0.19 -0.63 -0.90

=====

# 6
22
Properties=species:S:1:pos:R:3:forces:R:3 method="wB97M-V/def2-TZVPD" spin_multiplicity=2 homo_energy_ha="-0.5492 / -0.5491" charge=+1 s_squared=0.781
H -2.773431 -0.536681 1.290833 -0.35 -0.13 0.33
H -0.528171 -1.336740 2.777106 -0.71 -0.74 -0.57
H 1.707374 0.027371 -3.171746 -0.86 -0.11 -0.04
H 0.958805 -1.173820 -2.375050 -0.30 0.87 -0.29
H -0.555461 -2.660121 -1.344799 -0.02 -0.27 0.25
H 1.350654 1.374867 -0.068013 0.63 0.35 -0.42
H 0.274896 -2.584658 0.876857 -0.29 0.14 0.50
H -2.215205 1.050785 1.881565 -0.41 -0.01 -0.26
H 2.467573 1.437379 -2.483611 0.04 -0.03 -0.03
H 0.988949 1.970774 -2.693672 0.11 -0.24 -0.26
N -0.190236 -0.488950 0.908638 -1.42 -0.25 1.14
O 1.876971 2.187949 -2.398871 0.04 0.58 0.03
O 0.958543 2.221530 0.149021 -0.95 -0.36 0.98
O 1.721859 -0.880175 -2.875814 1.05 -0.91 0.06
H -0.413704 0.332250 0.327694 0.35 -0.14 -0.31
C -0.800082 -0.440840 2.219936 0.87 -0.17 1.84
N -0.486853 -1.748449 -0.897180 0.18 0.33 -0.11
H -2.758513 -0.060151 3.084446 -0.11 -0.49 -0.08
H 1.150115 2.819256 -0.580172 0.31 -0.24 -0.19
C -0.120160 -1.734852 0.329705 0.52 0.20 -1.45
H -0.331088 0.239098 2.934178 0.32 0.91 -0.71
C -2.282838 -0.015826 2.108940 1.00 0.70 -0.40

=====

# 7
22
Properties=species:S:1:pos:R:3:forces:R:3 method="wB97M-V/def2-TZVPD" homo_energy_ha=-0.5086 charge=+1
H -2.317283 0.600176 -2.929572 -0.06 -0.80 1.04
H 1.089660 1.741768 0.133582 -1.88 1.15 -0.49
H 4.023497 -2.285808 3.261027 -0.81 -2.11 -0.15
H -3.145643 -1.311614 -1.059141 2.14 1.46 0.88
C -1.261168 -0.519655 -1.422891 1.86 1.58 -0.59
H 2.223799 0.641450 -0.033890 -1.54 0.08 2.07
H 5.051449 -1.411098 3.755532 2.65 0.29 1.59
C 1.223264 0.823907 0.637987 3.14 -0.87 -4.85
O 4.274880 -1.396276 3.275707 -1.88 1.82 -1.46
O -2.720659 2.180700 -0.158464 -2.95 1.99 -1.14
H -1.979115 2.203393 0.412520 0.92 0.63 1.05
C 0.436498 -0.443534 0.322348 1.51 0.15 2.36
H 0.740340 -0.462680 -1.817704 -0.38 0.55 0.75
N 0.059520 -0.435175 -1.048866 -1.73 -1.53 -1.20
H -0.504476 -0.491463 0.896855 0.78 -0.23 0.10
H 1.517220 1.057985 1.584978 0.65 -0.12 2.80
H -2.037108 -1.467301 0.261100 0.16 0.88 -1.06
H -3.279013 3.056241 -0.072805 2.07 -2.63 0.04
H 1.254143 -1.176556 0.675990 -2.10 0.01 -0.86
H -0.924850 -0.050590 -3.433010 1.35 -0.29 -0.35
N -2.236448 -0.930225 -0.606692 -1.85 -1.75 -0.73
N -1.488506 0.076350 -2.634583 -2.06 -0.26 0.21

=====

# 8
22
Properties=species:S:1:pos:R:3:forces:R:3 method="wB97M-V/def2-TZVPD" homo_energy_ha=-0.5232 charge=+1
H -0.400804 -0.655031 -0.910493 -0.29 0.79 0.88
H -0.447876 -2.147661 -0.437138 -0.08 -0.67 1.11
H -1.673670 -1.052553 0.290533 0.27 0.05 -0.09
H -1.592866 1.787659 -2.570816 0.03 0.04 0.01
N 1.606838 -0.215075 0.804633 -1.06 -0.08 0.35
H 3.306547 0.461126 -0.905193 0.01 0.18 -0.40
H 2.283773 -0.948699 0.674588 0.39 0.44 -0.40
H -0.096047 1.803859 0.842902 0.01 -0.24 0.05
O -2.968409 -1.446301 1.739836 -0.11 0.29 0.62
H 0.753460 2.588839 -0.432706 -0.36 0.21 0.17
C 0.287215 -0.772490 1.157314 0.10 -0.79 1.89
H -1.130329 0.346152 -2.647725 0.02 0.09 -0.01
H -2.616259 -2.331960 1.886493 -0.34 0.01 -0.28
H -0.229901 -0.171515 1.907498 0.01 0.64 -0.39
H 0.551594 -1.598811 1.826074 -0.11 -0.29 -0.40
C 1.644226 0.928466 0.128786 -0.14 -0.10 -1.31
C -0.636124 -1.179859 0.036579 1.12 0.09 -2.49
N 2.550152 1.122115 -0.841459 0.31 -0.45 0.76
H -3.372818 -1.401037 0.869621 -0.25 -0.46 0.13
N 0.726605 1.872313 0.271561 0.27 0.06 -0.06
O -0.979681 1.165794 -2.161467 -0.10 0.10 -0.21
H 2.434371 1.844660 -1.529415 0.28 0.09 0.07

=====

# 9
21
Properties=species:S:1:pos:R:3:forces:R:3 method="wB97M-V/def2-TZVPD" homo_energy_ha="-0.2302 / -0.2302"
H -1.596430 1.295603 -1.768419 0.14 0.10 0.08
H -2.093190 -0.921569 0.002918 -0.04 0.11 -0.08
H -0.800859 -0.255157 -2.095128 -0.07 0.08 -0.14
C 0.861814 -1.893959 0.452052 0.04 0.37 0.19
H -0.039235 2.438938 0.024914 -0.15 -0.13 -0.07
N 0.580418 -0.177512 2.072729 0.15 -0.23 0.26
N -2.430562 -0.346813 -0.771363 -0.39 -0.08 0.02
H 0.512087 -2.254657 -0.517893 0.00 0.00 0.02
N 1.610416 1.257905 -0.219137 -0.98 -1.27 0.98
H 2.286130 0.880555 -0.869061 -0.10 0.07 -0.20
H 0.640579 2.341444 -1.713911 0.08 0.01 0.10
H 0.814849 -0.939972 2.711843 -0.01 0.06 0.00
N 0.080587 -0.740435 0.815470 0.18 0.11 0.02
H 0.756157 -2.724220 1.173552 0.05 0.00 -0.02
H -3.094733 0.313311 -0.378296 0.11 -0.12 -0.05
C -1.278321 0.355732 -1.321077 0.76 -0.50 1.08
H -0.497394 0.256981 -0.373803 -0.74 0.55 -1.42
C 0.643477 1.997265 -0.686416 0.79 -0.19 0.39
H 1.946054 -1.681453 0.357174 0.09 -0.18 0.05
H 1.310295 0.503577 0.602377 0.03 1.33 -1.20
H -0.212140 0.294436 2.501476 0.09 -0.09 -0.03

=====

# 10
20
Properties=species:S:1:pos:R:3:forces:R:3 method="wB97M-V/def2-TZVPD" homo_energy_ha=-0.4911 charge=+1
H 2.414969 -2.665390 1.524809 -0.47 1.57 -0.42
C -1.421744 -0.054392 2.358169 1.69 1.43 -1.09
H -0.927656 -1.721646 1.367156 0.82 -0.70 -0.56
H -2.194709 2.677087 -6.715797 2.46 0.53 1.84
H -1.212812 1.004352 2.220456 0.75 0.02 0.67
N -0.430734 -0.847515 1.469414 -0.23 3.14 0.63
H 2.314077 -1.378985 0.154097 -0.40 -0.44 1.43
H 0.405284 2.096379 -1.057802 0.27 -1.91 -0.14
H 1.126808 -2.672475 0.358378 0.40 1.83 1.58
C 1.757446 -1.896403 1.001018 0.57 -2.02 -2.24
C 1.022069 -0.936395 1.954568 -0.13 -3.03 0.86
H -0.953041 3.624929 -6.227641 -0.88 -1.18 -0.04
H 0.619721 1.012531 -2.171546 -0.21 0.03 2.29
H -2.372277 -0.045595 1.947061 -1.90 -0.92 -1.27
O -1.401121 2.757827 -6.053847 -1.56 0.64 -1.77
H 1.060256 -1.392620 2.973927 -0.68 0.17 -0.76
H -0.336090 -0.305752 0.548193 -0.56 -1.12 1.01
O 0.536601 1.101334 -1.159568 -0.20 1.69 -1.87
H -1.549236 -0.348403 3.374316 0.81 -0.51 0.66
H 1.542188 -0.008870 2.134637 -0.54 0.77 -0.79

=====

# 11
20
Properties=species:S:1:pos:R:3:forces:R:3 method="wB97M-V/def2-TZVPD" homo_energy_ha=-0.5838 charge=+1
O 2.980621 0.923447 -0.395063 -0.58 -0.36 -0.01
H -0.634799 -2.432103 1.820545 0.82 -0.50 -0.13
H -0.253920 1.985060 0.985039 -0.13 0.26 -0.55
H -1.525669 1.522155 -0.258334 0.25 -0.40 0.80
H 2.949086 0.695354 -1.330037 0.49 0.20 -0.07
H 0.803017 -2.364441 0.582385 -0.91 -0.71 0.24
C -0.455959 1.612872 -0.025419 -0.62 0.24 -0.70
H -2.612769 -0.969092 -1.195847 0.44 -0.52 -0.04
N 0.185137 0.288204 -0.129691 1.13 -1.32 1.61
H -2.837569 0.243465 -1.930332 0.49 0.29 -0.57
H -0.880407 -0.048758 1.666450 0.69 -0.51 0.06
C 0.031758 -0.524143 1.245101 -2.08 0.59 -1.73
H -1.000796 -2.124494 0.174016 0.64 0.06 -0.09
H 1.211694 0.330968 -0.158939 -0.01 0.86 -0.38
H 3.704586 1.539356 -0.262621 0.12 0.07 -0.08
H 0.903617 -0.303184 1.861956 -0.07 -0.03 -0.23
C -0.191227 -2.008739 0.911544 0.11 1.32 0.48
H -0.167974 2.275283 -0.841540 0.80 0.05 0.35
O -2.107008 -0.374966 -1.768825 -1.03 0.11 0.53
H -0.101418 -0.266246 -0.950392 -0.54 0.32 0.50

=====

# 12
20
Properties=species:S:1:pos:R:3:forces:R:3 method="wB97M-V/def2-TZVPD" homo_energy_ha=-0.5373 charge=+1
H -1.025580 1.058356 1.050540 0.33 0.04 0.29
H 0.842114 0.729602 -0.869237 0.12 0.93 0.30
O -3.152636 -0.081140 2.608965 -0.49 -0.30 -0.46
H 2.514991 -0.702196 -0.295244 0.02 0.27 0.06
H -0.997716 -0.678639 0.910710 0.52 -0.27 0.08
H 1.386676 -2.770969 -1.177622 0.55 0.04 0.29
H 1.613352 -1.268317 1.102105 -0.15 0.00 -0.14
H 1.351520 1.600232 -3.150384 -0.03 0.00 0.00
C -0.699453 0.236478 0.419630 -1.24 0.87 -0.23
O 1.236882 1.933776 -2.252767 0.05 -0.13 -0.14
H -1.305131 0.381552 -0.474544 0.27 -0.37 -0.19
H -3.452039 -0.311370 1.719183 0.23 0.12 -0.05
N 0.750230 0.377911 0.094386 -0.56 -1.08 -0.06
H -3.955454 -0.307857 3.097543 0.26 0.16 0.43
H -0.110097 -2.263713 -0.428370 0.26 -0.06 0.04
H 0.529912 -1.363593 -1.755232 0.15 -0.10 -0.18
H 1.526752 2.852949 -2.299487 -0.05 -0.03 0.12
C 0.834033 -1.901917 -0.851757 -1.39 0.45 -0.20
C 1.513157 -0.914320 0.072588 0.65 -0.70 0.39
H 1.123523 1.020672 0.785214 0.52 0.14 -0.33

=====

Energy relative to the best compared isomer or geometry (same formula, charge and spin) in kJ/mol, matching the order above: 82.5 176.3 308.7 791.3 876.5 297.1 258.8 107.9 486.7 206.4 101.6 84.3
E in eV, matching the order above: -12460.3024 -12459.3310 -12457.9587 -12452.9568 -12445.0986 -12451.1040 -11895.9383 -11897.5018 -9292.8844 -8915.6462 -8916.7328 -8916.9119